w.
Density functional theory data (ωB97M-V/def2-TZVPD) for a cluster of 2 separate species, C3H4INO in total.

Each line ends with the natural charge from an NBO analysis.
Element x y z (Å)
C 0.26 -1.07 0.31  0.48
C -2.02 -2.62 -0.14  0.50
C 0.77 0.19 0.07  -0.77
N -0.47 -2.02 0.32  -0.37
O -2.16 -3.72 0.14  -0.48
I -3.04 0.56 -0.11  -0.32
H 0.03 0.68 -0.60  0.30
H 0.88 0.75 0.95  0.28
H 1.90 0.22 -0.29  0.28
H -2.69 -1.12 -0.30  0.11

For the LUMO energy, the calculation gives 0.16 eV.

***

x.
Density functional theory data (ωB97M-V/def2-TZVPD) for a cluster of 2 separate species, C3H4INO in total.

Each line ends with the natural charge from an NBO analysis.
Element x y z (Å)
C 0.84 -1.26 0.08  0.40
C 0.20 0.82 0.48  -0.18
C -0.83 -0.04 -0.25  -0.05
N -0.36 -1.27 -0.33  -0.54
O 1.28 -0.11 0.65  -0.46
I -2.87 0.25 -0.12  0.22
H 1.59 -2.11 0.11  0.21
H 0.74 1.73 0.08  0.23
H -0.23 1.29 1.52  0.20
H -0.35 0.71 -2.23  -0.03

For the LUMO energy (spin up / spin down), the calculation gives -0.61 / -0.59 eV.

***

Stability summary: most stable w, least stable x.

***

w.
Density functional theory data (ωB97M-V/def2-TZVPD) for a cluster of 5 separate species, C9H28O5 in total.

Each line ends with the natural charge from an NBO analysis.
Element x y z (Å)
C -2.80 -2.82 1.93  -0.64
C -1.43 -2.35 1.50  0.09
C -1.42 -2.11 0.00  -0.64
O -0.89 -1.13 2.07  -0.74
H -3.59 -2.23 1.49  0.21
H -2.95 -2.88 3.02  0.22
H -2.92 -3.85 1.48  0.22
H -0.62 -3.01 1.79  0.19
H -2.14 -1.36 -0.36  0.21
H -1.48 -3.03 -0.53  0.22
H -0.42 -1.72 -0.18  0.22
H -1.51 -0.42 1.97  0.46
C 2.02 -1.98 -4.04  -0.62
C 1.43 -2.04 -2.68  0.09
C 0.90 -3.42 -2.35  -0.63
O 2.50 -1.67 -1.77  -0.76
H 1.21 -2.20 -4.78  0.20
H 2.83 -2.72 -4.13  0.21
H 2.52 -1.04 -4.16  0.22
H 0.64 -1.34 -2.57  0.16
H -0.08 -3.52 -2.79  0.20
H 0.66 -3.52 -1.31  0.21
H 1.46 -4.27 -2.68  0.21
H 2.15 -1.18 -1.01  0.49
C -0.09 5.26 1.45  -0.64
C 0.53 3.92 1.98  0.10
C -0.50 2.88 2.22  -0.64
O 1.46 3.35 1.06  -0.76
H -0.73 5.65 2.29  0.21
H -0.64 5.05 0.56  0.22
H 0.63 6.05 1.25  0.21
H 1.04 4.13 2.93  0.16
H 0.05 2.02 2.63  0.22
H -0.92 2.52 1.24  0.21
H -1.31 3.24 2.87  0.22
H 2.11 4.05 0.83  0.48
O -0.40 2.30 -1.35  -0.94
H -0.44 1.54 -0.78  0.47
H 0.48 2.62 -1.12  0.47
O 1.06 0.22 0.43  -1.00
H 1.31 1.10 0.64  0.49
H 0.29 -0.09 0.95  0.50

The SMILES is CC(C)O.CC(C)O.CC(C)O.O.O. For the LUMO energy, the calculation gives 0.55 eV.

***

x.
Density functional theory data (ωB97M-V/def2-TZVPD) for a cluster of 5 separate species, C9H28O5 in total.

Each line ends with the natural charge from an NBO analysis.
Element x y z (Å)
C -1.94 -1.26 -3.63  -0.63
C -0.55 -0.84 -4.08  0.10
C 0.02 0.23 -3.19  -0.62
O 0.36 -1.94 -4.06  -0.73
H -2.38 -1.97 -4.33  0.20
H -2.60 -0.39 -3.61  0.21
H -1.91 -1.71 -2.64  0.22
H -0.63 -0.45 -5.11  0.15
H 0.99 0.57 -3.55  0.22
H 0.15 -0.16 -2.18  0.21
H -0.65 1.09 -3.17  0.21
H -0.02 -2.69 -4.51  0.47
C 0.10 -2.13 2.85  -0.63
C 1.20 -1.42 3.59  0.10
C 2.52 -2.19 3.55  -0.63
O 1.36 -0.12 2.97  -0.76
H -0.11 -3.09 3.32  0.22
H 0.37 -2.30 1.81  0.22
H -0.82 -1.55 2.88  0.22
H 0.94 -1.27 4.64  0.16
H 2.89 -2.24 2.52  0.21
H 2.37 -3.21 3.89  0.22
H 3.27 -1.69 4.16  0.20
H 2.16 0.28 3.31  0.48
C 2.37 3.25 -1.77  -0.25
O 3.49 3.40 -2.63  -0.72
H 1.57 3.93 -2.05  0.17
H 2.00 2.22 -1.85  0.18
H 2.63 3.40 -0.72  0.16
H 4.16 3.92 -2.17  0.47
C 0.02 1.62 0.45  -0.25
O -0.75 0.77 1.30  -0.78
H -0.37 1.49 -0.55  0.18
H -0.08 2.66 0.75  0.16
H 1.07 1.30 0.47  0.17
H -0.20 0.47 2.03  0.51
C -4.09 0.33 2.13  -0.24
O -3.47 0.05 0.90  -0.75
H -3.64 -0.25 2.95  0.15
H -4.06 1.39 2.38  0.16
H -5.14 0.04 2.05  0.17
H -2.60 0.47 0.90  0.49

The SMILES is CC(C)O.CC(C)O.CO.CO.CO. For the LUMO energy, the calculation gives 0.50 eV.

***

y.
Density functional theory data (ωB97M-V/def2-TZVPD) for a cluster of 5 separate species, C9H28O5 in total.

Each line ends with the natural charge from an NBO analysis.
Element x y z (Å)
C -3.48 0.26 25.51  -0.66
C -3.83 0.84 24.14  -0.08
O -2.78 1.75 23.75  -0.75
H -2.42 0.02 25.59  0.22
H -4.11 -0.60 25.74  0.22
H -3.69 0.88 26.38  0.22
H -4.81 1.32 24.08  0.17
H -3.84 0.02 23.42  0.19
H -2.89 2.56 24.27  0.48
C -2.13 1.41 29.65  -0.65
C -1.19 0.66 30.59  -0.07
O -0.91 -0.65 30.15  -0.71
H -2.79 0.68 29.16  0.22
H -1.58 1.75 28.75  0.20
H -2.68 2.27 30.00  0.21
H -1.71 0.65 31.55  0.16
H -0.28 1.25 30.75  0.16
H -0.02 -0.58 29.78  0.47
C -7.20 0.72 26.74  -0.62
C -6.68 1.44 27.97  -0.06
O -5.53 0.73 28.38  -0.73
H -6.50 0.84 25.91  0.20
H -8.16 1.10 26.40  0.21
H -7.29 -0.35 26.96  0.22
H -7.45 1.40 28.76  0.16
H -6.53 2.49 27.71  0.15
H -5.14 1.07 29.19  0.48
C -4.77 -2.67 24.03  -0.64
C -4.55 -3.18 25.45  -0.07
O -4.16 -4.56 25.40  -0.73
H -3.85 -2.69 23.44  0.21
H -5.26 -1.70 24.03  0.20
H -5.53 -3.28 23.53  0.22
H -5.49 -3.16 26.00  0.17
H -3.80 -2.63 26.01  0.17
H -3.21 -4.66 25.44  0.47
C -2.07 -0.27 21.01  -0.25
O -1.43 -0.28 22.27  -0.74
H -2.16 0.77 20.64  0.16
H -1.59 -0.90 20.27  0.18
H -3.11 -0.63 21.06  0.15
H -1.85 0.45 22.75  0.49

The SMILES is CCO.CCO.CCO.CCO.CO. For the LUMO energy, the calculation gives 0.51 eV.

***

Stability summary: most stable w, least stable y.